Entry 1:
{"formula": "C39H80BF22N8O19S2", "method": "ωB97M-V with the def2-TZVPD basis set", "orbital_gap_ha": 0.1341, "spin_multiplicity": 1, "charge": 1, "symbols": ["C", "F", "F", "F", "S", "O", "O", "N", "S", "O", "O", "C", "F", "F", "F", "C", "C", "O", "N", "H", "H", "C", "H", "H", "H", "H", "H", "H", "C", "C", "O", "N", "H", "H", "C", "H", "H", "H", "H", "H", "H", "C", "C", "O", "N", "H", "H", "C", "H", "H", "H", "H", "H", "H", "C", "C", "O", "N", "H", "H", "C", "H", "H", "H", "H", "H", "H", "C", "C", "O", "N", "H", "H", "C", "H", "H", "H", "H", "H", "H", "C", "C", "O", "N", "H", "H", "C", "H", "H", "H", "H", "H", "H", "C", "C", "O", "N", "H", "H", "C", "H", "H", "H", "H", "H", "H", "C", "O", "O", "C", "F", "F", "F", "C", "C", "H", "H", "H", "H", "H", "H", "C", "O", "O", "C", "F", "F", "F", "C", "C", "H", "H", "H", "H", "H", "H", "C", "O", "O", "C", "F", "F", "F", "C", "C", "H", "H", "H", "H", "H", "H", "C", "O", "O", "C", "F", "F", "F", "C", "C", "H", "H", "H", "H", "H", "H", "B", "F", "F", "F", "F"], "positions_angstrom": [[1.246, 0.568, 0.854], [1.394, 0.210, 2.117], [1.253, 1.900, 0.828], [2.134, 0.056, 0.029], [-0.553, 0.034, 0.266], [-1.413, 0.338, 1.392], [-0.939, 0.797, -0.914], [-0.351, -1.666, 0.144], [-0.247, -1.869, -1.422], [-1.545, -2.092, -2.014], [0.716, -1.005, -2.121], [0.556, -3.621, -1.446], [0.873, -3.929, -2.708], [1.668, -3.593, -0.718], [-0.316, -4.495, -1.010], [-4.447, 0.225, 3.388], [-4.528, -0.812, 2.312], [-3.971, -1.874, 2.362], [-5.259, -0.479, 1.064], [-6.011, -1.192, 0.951], [-5.746, 0.425, 1.142], [-4.377, -0.488, -0.163], [-5.452, 0.570, 3.637], [-3.918, 1.101, 3.001], [-3.868, -0.043, 4.269], [-5.090, -0.214, -0.937], [-3.798, -1.401, -0.241], [-3.732, 0.385, -0.066], [2.576, 5.567, -0.804], [1.757, 4.341, -1.123], [0.753, 4.154, -0.530], [2.149, 3.503, -2.376], [2.110, 4.175, -3.143], [3.086, 3.113, -2.300], [1.104, 2.379, -2.610], [2.024, 6.279, -0.200], [3.028, 6.012, -1.691], [3.421, 5.235, -0.194], [1.493, 1.780, -3.431], [0.139, 2.743, -2.954], [1.025, 1.882, -1.652], [0.074, -4.306, -6.745], [-0.583, -3.188, -6.005], [-0.177, -2.779, -4.978], [-1.811, -2.587, -6.680], [-1.669, -2.627, -7.690], [-2.576, -3.244, -6.502], [-2.043, -1.156, -6.289], [0.019, -5.261, -6.217], [1.151, -4.131, -6.774], [-0.258, -4.488, -7.767], [-2.460, -1.156, -5.286], [-2.671, -0.659, -7.026], [-1.115, -0.590, -6.313], [4.976, -1.949, -1.101], [5.873, -2.479, -2.142], [5.747, -3.561, -2.601], [6.953, -1.572, -2.696], [6.917, -1.481, -3.730], [6.849, -0.644, -2.294], [8.273, -2.166, -2.287], [5.389, -1.611, -0.148], [4.268, -2.723, -0.812], [4.378, -1.124, -1.500], [8.379, -3.136, -2.766], [8.396, -2.255, -1.210], [9.074, -1.539, -2.674], [-1.186, -1.810, 3.717], [0.251, -2.232, 3.665], [1.046, -2.054, 4.540], [0.669, -2.924, 2.438], [0.262, -2.473, 1.593], [1.670, -2.797, 2.289], [0.315, -4.418, 2.343], [-1.891, -2.589, 4.020], [-1.638, -1.645, 2.734], [-1.324, -0.871, 4.244], [0.714, -4.774, 1.397], [-0.770, -4.480, 2.298], [0.757, -4.905, 3.205], [-1.068, 5.611, 5.171], [-1.925, 5.124, 4.014], [-3.013, 5.521, 3.805], [-1.388, 3.918, 3.255], [-0.354, 3.888, 3.344], [-1.685, 3.022, 3.638], [-1.789, 3.871, 1.770], [-1.290, 5.237, 6.169], [-1.263, 6.683, 5.148], [-0.001, 5.417, 5.043], [-2.873, 3.931, 1.730], [-1.459, 2.961, 1.274], [-1.379, 4.763, 1.303], [1.127, 2.738, 7.162], [1.033, 1.289, 6.719], [0.707, 0.393, 7.423], [1.199, 0.992, 5.221], [0.338, 0.513, 4.965], [1.249, 1.937, 4.792], [2.445, 0.139, 4.962], [0.882, 2.855, 8.215], [0.377, 3.341, 6.652], [2.146, 3.062, 6.950], [2.399, -0.808, 5.482], [3.291, 0.778, 5.222], [2.560, 0.212, 3.882], [-5.961, 3.213, 1.702], [-4.803, 2.894, 0.922], [-6.679, 2.079, 1.783], [-5.511, 3.878, 3.040], [-4.469, 3.166, 3.562], [-5.080, 5.147, 2.944], [-6.495, 3.879, 3.957], [-4.404, 3.909, -0.018], [-3.241, 3.349, -0.834], [-2.473, 2.864, -0.234], [-3.743, 2.606, -1.457], [-2.820, 4.158, -1.432], [-4.126, 4.794, 0.566], [-5.142, 4.282, -0.733], [-6.561, 3.947, 1.137], [6.101, -1.135, -6.054], [4.955, -1.488, -5.273], [7.135, -1.817, -5.530], [5.776, -1.495, -7.546], [5.030, -0.517, -8.140], [6.899, -1.580, -8.269], [5.150, -2.665, -7.668], [3.917, -0.562, -5.167], [2.676, -1.222, -4.506], [2.594, -2.241, -4.880], [2.768, -1.297, -3.423], [1.857, -0.540, -4.737], [3.513, -0.121, -6.084], [4.132, 0.326, -4.547], [6.276, -0.047, -5.990], [2.371, 3.750, 3.003], [3.230, 2.608, 3.023], [1.386, 3.528, 3.935], [3.163, 5.096, 3.185], [3.015, 5.876, 2.086], [2.808, 5.831, 4.239], [4.460, 4.812, 3.329], [4.081, 2.424, 1.915], [4.723, 1.042, 2.049], [3.891, 0.338, 1.994], [5.424, 0.963, 1.215], [5.300, 0.845, 2.950], [4.892, 3.145, 1.768], [3.522, 2.484, 0.973], [1.858, 3.764, 2.033], [-7.447, -2.945, -0.302], [-6.032, -3.005, -0.550], [-7.606, -2.048, 0.722], [-8.137, -2.522, -1.626], [-8.044, -3.545, -2.529], [-9.450, -2.263, -1.546], [-7.549, -1.478, -2.248], [-5.499, -4.281, -0.891], [-3.971, -4.116, -0.858], [-3.531, -5.001, -1.327], [-3.657, -3.343, -1.564], [-3.705, -3.987, 0.187], [-5.876, -4.782, -1.783], [-5.599, -4.978, -0.051], [-7.710, -3.934, 0.086], [0.569, -7.612, 1.402], [0.963, -8.843, 0.882], [-0.460, -7.797, 2.299], [1.679, -6.977, 2.067], [0.236, -6.820, 0.291]]}

Entry 2:
{"formula": "C39H80ClN2O13", "method": "ωB97M-V with the def2-TZVPD basis set", "orbital_gap_ha": 0.2369, "spin_multiplicity": 1, "charge": 1, "symbols": ["C", "C", "C", "N", "N", "C", "Cl", "C", "C", "C", "C", "O", "C", "C", "C", "C", "C", "C", "C", "H", "H", "H", "H", "H", "H", "H", "H", "H", "H", "H", "H", "H", "H", "H", "H", "H", "H", "H", "H", "H", "H", "H", "H", "C", "O", "C", "C", "O", "C", "C", "O", "C", "H", "H", "H", "H", "H", "H", "H", "H", "H", "H", "H", "H", "H", "H", "C", "O", "C", "C", "O", "C", "C", "O", "C", "H", "H", "H", "H", "H", "H", "H", "H", "H", "H", "H", "H", "H", "H", "C", "O", "C", "C", "O", "C", "C", "O", "C", "H", "H", "H", "H", "H", "H", "H", "H", "H", "H", "H", "H", "H", "H", "C", "O", "C", "C", "O", "C", "C", "O", "C", "H", "H", "H", "H", "H", "H", "H", "H", "H", "H", "H", "H", "H", "H"], "positions_angstrom": [[1.910, 1.820, 3.870], [2.120, 0.673, 2.935], [1.189, -0.494, 3.058], [2.975, 0.603, 1.986], [3.909, 1.665, 1.928], [3.665, 2.745, 1.151], [2.166, 2.796, 0.369], [4.593, 3.741, 1.020], [5.792, 3.620, 1.708], [6.039, 2.508, 2.495], [5.086, 1.524, 2.598], [5.238, 0.403, 3.277], [5.125, 0.481, 4.724], [6.266, -0.206, 5.443], [7.628, 0.368, 5.021], [6.196, -1.746, 5.456], [6.007, -2.525, 4.141], [7.004, -2.176, 3.024], [4.541, -2.531, 3.637], [1.906, 1.461, 4.899], [0.916, 2.228, 3.673], [2.651, 2.611, 3.793], [0.322, -0.344, 2.412], [0.820, -0.551, 4.081], [1.690, -1.420, 2.794], [4.365, 4.590, 0.394], [6.554, 4.381, 1.616], [6.971, 2.401, 3.029], [4.161, 0.072, 5.032], [5.115, 1.540, 5.003], [6.136, 0.105, 6.485], [8.416, -0.241, 5.460], [7.748, 1.364, 5.453], [7.742, 0.411, 3.941], [7.103, -2.120, 5.934], [5.361, -2.017, 6.109], [6.224, -3.563, 4.397], [7.953, -1.813, 3.414], [6.595, -1.484, 2.291], [7.249, -3.089, 2.477], [4.172, -3.554, 3.567], [3.876, -1.970, 4.291], [4.481, -2.125, 2.627], [-5.626, 5.760, 2.421], [-4.486, 5.337, 1.705], [-3.467, 6.318, 1.690], [-2.144, 5.694, 1.315], [-1.507, 5.002, 2.384], [-2.038, 3.737, 2.738], [-1.671, 2.634, 1.772], [-2.490, 2.657, 0.624], [-1.899, 1.961, -0.450], [-6.066, 6.659, 1.975], [-6.356, 4.954, 2.382], [-5.379, 5.964, 3.469], [-3.378, 6.789, 2.677], [-3.719, 7.090, 0.950], [-1.457, 6.502, 1.056], [-2.255, 5.051, 0.439], [-3.119, 3.778, 2.887], [-1.578, 3.500, 3.702], [-1.793, 1.657, 2.267], [-0.618, 2.756, 1.479], [-0.956, 2.438, -0.751], [-2.589, 1.992, -1.290], [-1.708, 0.918, -0.178], [1.476, 6.374, -0.746], [1.149, 6.935, -1.989], [-0.243, 6.855, -2.260], [-0.640, 7.830, -3.345], [-0.790, 9.163, -2.892], [0.397, 9.905, -2.651], [1.091, 10.380, -3.906], [1.845, 9.331, -4.488], [2.161, 9.590, -5.838], [1.206, 5.311, -0.709], [2.554, 6.473, -0.612], [0.974, 6.901, 0.074], [-0.816, 7.078, -1.351], [-0.480, 5.834, -2.590], [-1.632, 7.538, -3.695], [0.047, 7.768, -4.191], [1.090, 9.352, -2.013], [0.068, 10.789, -2.101], [1.768, 11.207, -3.650], [0.340, 10.747, -4.616], [1.253, 9.688, -6.444], [2.741, 8.747, -6.208], [2.759, 10.503, -5.939], [0.057, -2.732, -0.364], [-1.211, -3.063, 0.149], [-2.043, -1.927, 0.295], [-3.498, -2.325, 0.394], [-4.096, -2.612, -0.856], [-3.781, -3.864, -1.450], [-4.485, -5.040, -0.816], [-3.828, -5.429, 0.381], [-4.661, -6.205, 1.216], [0.590, -2.038, 0.301], [0.631, -3.653, -0.444], [-0.024, -2.279, -1.359], [-1.914, -1.253, -0.561], [-1.749, -1.399, 1.217], [-4.047, -1.461, 0.778], [-3.627, -3.147, 1.101], [-2.703, -4.031, -1.481], [-4.137, -3.784, -2.479], [-4.468, -5.884, -1.517], [-5.528, -4.772, -0.607], [-5.543, -5.629, 1.517], [-4.091, -6.466, 2.106], [-4.983, -7.126, 0.718], [-6.118, -10.581, -6.921], [-5.131, -10.471, -5.922], [-3.871, -10.949, -6.359], [-2.764, -10.429, -5.471], [-2.378, -9.092, -5.753], [-3.244, -8.064, -5.304], [-3.159, -7.794, -3.818], [-3.900, -8.754, -3.086], [-3.522, -8.795, -1.729], [-6.269, -11.625, -7.221], [-7.049, -10.196, -6.508], [-5.853, -9.990, -7.805], [-3.683, -10.632, -7.392], [-3.874, -12.048, -6.320], [-1.873, -11.027, -5.674], [-3.022, -10.556, -4.418], [-4.278, -8.252, -5.603], [-2.903, -7.163, -5.819], [-3.570, -6.794, -3.614], [-2.107, -7.812, -3.508], [-2.467, -9.073, -1.627], [-4.131, -9.549, -1.235], [-3.694, -7.826, -1.247]]}

One value per record, in order, for LUMO: -0.1568; -0.1387 Ha.